# 1
17
Properties=species:S:1:pos:R:3 method="wB97M-V/def2-TZVPD" de_lowest_kcal_mol=30.9 charge=0 gap_ev=10.71 lumo_energy_ev=1.12
C 0.5984 -0.1096 -1.8718
C 0.3270 -0.9481 -0.6507
C 0.6584 1.9651 1.3153
C -0.2702 1.1266 0.8616
C -0.0674 -0.3514 0.7303
C -1.3154 -1.2423 0.5547
O -0.9252 -1.6386 -0.7628
H 1.5653 0.3999 -1.8007
H -0.1869 0.6372 -2.0243
H 0.6159 -0.7980 -2.7257
H 1.1481 -1.6616 -0.4999
H 0.4928 3.0344 1.4118
H 1.6254 1.5800 1.6248
H -1.2330 1.5374 0.5698
H 0.6344 -0.6929 1.4977
H -1.3786 -2.1034 1.2313
H -2.2890 -0.7346 0.5386

=====

# 2
17
Properties=species:S:1:pos:R:3 method="wB97M-V/def2-TZVPD" de_lowest_kcal_mol=44.0 charge=0 gap_ev=8.74 lumo_energy_ev=0.79
C 2.9147 -1.4267 -0.6393
C 1.9557 -0.7710 0.3225
C 0.8790 -0.0053 -0.1245
C -0.2540 0.6819 0.6047
C -1.5204 0.6675 0.0892
O -1.7525 -0.1492 -0.9964
C -2.6914 1.3422 0.7409
H 2.3175 -1.9383 -1.4739
H 3.5554 -0.6688 -1.1158
H 3.4681 -2.1936 -0.1926
H 2.0081 -1.2791 1.2862
H 0.8173 0.0284 -1.2320
H -0.0847 1.5727 1.2880
H -2.5445 -0.5415 -1.1444
H -2.6723 2.4032 0.5543
H -2.7832 1.1755 1.8378
H -3.6129 1.1020 0.1953